No. 1
{"formula": "C29H34As2CdCl2N2O3S2", "method": "ωB97M-V/def2-TZVPD", "symbols": ["Cd", "C", "C", "C", "C", "C", "C", "C", "S", "O", "O", "N", "C", "C", "C", "C", "C", "N", "H", "H", "H", "H", "H", "H", "H", "H", "H", "H", "H", "Cl", "C", "C", "C", "C", "C", "Cl", "C", "S", "H", "H", "H", "C", "As", "C", "C", "C", "C", "C", "C", "C", "As", "C", "C", "H", "H", "H", "H", "H", "H", "H", "H", "H", "H", "H", "H", "H", "H", "H", "H", "C", "O", "H", "H", "H", "H"], "coordinates": [[-0.69581, 0.44437, 0.36427], [-4.30947, -3.53819, -4.68882], [-3.24597, -2.59404, -4.19811], [-3.56545, -1.51795, -3.37613], [-2.58424, -0.65555, -2.91051], [-1.26524, -0.86846, -3.28425], [-0.92250, -1.92662, -4.11514], [-1.91281, -2.78492, -4.56075], [-0.00590, 0.18733, -2.63001], [-0.68043, 1.37621, -2.14749], [1.02348, 0.31347, -3.62821], [0.49210, -0.51761, -1.27415], [1.34827, -1.58892, -1.19049], [2.36113, -1.88532, -2.12132], [3.18965, -2.95836, -1.88079], [3.02803, -3.71997, -0.72526], [2.01055, -3.36102, 0.13187], [1.18378, -2.33584, -0.08800], [-5.30552, -3.16987, -4.44785], [-4.19557, -4.52346, -4.23261], [-4.24720, -3.67033, -5.76971], [-4.59800, -1.34687, -3.09588], [-2.83907, 0.17782, -2.26665], [0.10778, -2.06154, -4.41804], [-1.65050, -3.61010, -5.21257], [2.47850, -1.26352, -2.99641], [3.97572, -3.19346, -2.58771], [3.66691, -4.56180, -0.50128], [1.82960, -3.92227, 1.04264], [-0.25361, 3.26023, 0.93712], [-1.56496, 3.70889, -0.14187], [-1.38428, 4.86704, -0.87217], [-2.37172, 5.27087, -1.75347], [-3.51395, 4.50365, -1.89339], [-3.66092, 3.34073, -1.15639], [-5.11284, 2.42023, -1.40758], [-2.69588, 2.88773, -0.24424], [-2.94240, 1.41471, 0.67749], [-0.47526, 5.43830, -0.74866], [-2.24699, 6.17451, -2.33379], [-4.29910, 4.79169, -2.57799], [3.93407, -0.34943, 1.11811], [2.53804, 1.02271, 1.00729], [3.60295, 2.45556, 0.21144], [2.53647, 1.58752, 2.88897], [3.59028, 2.32933, 3.41988], [3.58746, 2.73568, 4.74416], [2.52184, 2.39722, 5.56608], [1.47284, 1.64922, 5.05695], [1.46628, 1.24124, 3.72383], [0.00089, 0.14030, 3.05418], [-1.45339, 0.58696, 4.26087], [0.53612, -1.60664, 3.72644], [4.84249, 0.04601, 1.57193], [4.14973, -0.70960, 0.11156], [3.56573, -1.18625, 1.71068], [4.59433, 2.54469, 0.65333], [3.06547, 3.39701, 0.31297], [3.70642, 2.23163, -0.85037], [4.42946, 2.59993, 2.79070], [4.41370, 3.31638, 5.13398], [2.50928, 2.71133, 6.60178], [0.64979, 1.38686, 5.70972], [-1.24815, 0.27189, 5.28285], [-2.34684, 0.08285, 3.89638], [-1.62750, 1.66075, 4.22229], [0.76226, -1.55475, 4.79053], [1.41944, -1.93763, 3.18066], [-0.27545, -2.30876, 3.54067], [-2.17243, -2.74918, 0.01919], [-1.31169, -1.94571, 0.81810], [-2.17511, -3.78327, 0.37208], [-1.87722, -2.72982, -1.03289], [-3.17951, -2.34468, 0.10193], [-0.37801, -2.19113, 0.60807]], "lowdin_charge": [1.10, -0.05, -0.27, -0.03, -0.06, -0.28, -0.05, -0.04, 0.56, -0.38, -0.30, -0.24, -0.42, -0.02, -0.07, -0.08, -0.14, 0.07, 0.07, 0.08, 0.08, 0.12, 0.08, 0.11, 0.12, 0.10, 0.11, 0.10, 0.11, 0.61, -0.67, -0.12, -0.08, -0.12, -0.69, 0.65, -0.77, 0.42, 0.10, 0.11, 0.10, -0.30, 1.07, -0.32, -0.43, -0.11, -0.08, -0.08, -0.11, -0.43, 1.05, -0.31, -0.29, 0.03, 0.02, 0.01, 0.02, 0.02, 0.02, 0.09, 0.10, 0.10, 0.09, 0.02, 0.02, 0.03, 0.03, 0.01, 0.02, -0.14, -0.30, 0.08, 0.07, 0.08, -0.01], "homo_energy_ha": -0.2817, "e_lumo_ev": 0.57, "charge": 0}

No. 2
{"formula": "C29H34AsN4NaO2S3", "method": "ωB97M-V/def2-TZVPD", "symbols": ["Na", "C", "O", "C", "C", "C", "C", "C", "C", "N", "N", "C", "C", "C", "C", "O", "C", "N", "C", "C", "C", "C", "H", "H", "H", "H", "H", "H", "H", "H", "H", "H", "H", "H", "C", "C", "S", "C", "C", "S", "H", "H", "H", "H", "H", "H", "N", "C", "C", "C", "C", "C", "C", "H", "H", "H", "H", "H", "H", "H", "C", "As", "C", "C", "S", "H", "H", "H", "H", "H", "H", "H", "H", "H"], "coordinates": [[-0.47555, -0.42604, 1.02078], [-7.09679, -0.43629, -4.75678], [-7.01159, -0.77227, -3.38589], [-6.42693, -1.97100, -3.09140], [-6.04966, -2.17113, -1.76776], [-5.44609, -3.35349, -1.38236], [-5.23138, -4.38734, -2.30340], [-5.63769, -4.18027, -3.60944], [-6.21754, -2.97852, -4.01880], [-4.80032, -5.71267, -1.94566], [-4.00618, -5.91394, -0.99077], [-3.15422, -4.94936, -0.44815], [-2.85646, -5.15883, 0.90484], [-2.14507, -4.27412, 1.68079], [-1.60415, -3.07386, 1.12888], [-1.01895, -2.21076, 1.80378], [-1.75825, -2.92225, -0.34846], [-1.09954, -1.87295, -0.89801], [-1.12651, -1.70354, -2.20102], [-1.77484, -2.60852, -3.05316], [-2.44702, -3.67122, -2.51312], [-2.50422, -3.84245, -1.11076], [-7.40532, 0.60454, -4.80445], [-7.83733, -1.05029, -5.28022], [-6.12926, -0.54695, -5.25467], [-6.21563, -1.37317, -1.05382], [-5.14034, -3.48476, -0.35256], [-5.48549, -4.98181, -4.32542], [-6.50125, -2.85268, -5.05457], [-3.29381, -6.04434, 1.35494], [-1.98876, -4.45054, 2.73705], [-0.58622, -0.84602, -2.58873], [-1.73602, -2.46188, -4.12550], [-2.91375, -4.39397, -3.16407], [2.42808, 1.68800, 4.12904], [1.48079, 1.61689, 2.93490], [2.07523, 0.64694, 1.55827], [0.26850, 2.21613, 2.97978], [-0.08786, 2.99482, 4.23714], [-0.99728, 2.18770, 1.75837], [3.32217, 1.10340, 3.92431], [1.96865, 1.29642, 5.04453], [2.74951, 2.71428, 4.34549], [0.78211, 3.48087, 4.68872], [-0.52128, 2.32316, 4.98711], [-0.83376, 3.74950, 3.99980], [-0.35752, 1.89962, -1.50293], [-1.05547, 2.51113, -2.50292], [-0.58367, 2.52619, -3.82931], [-1.31684, 3.12953, -4.84093], [-2.54550, 3.73030, -4.58074], [-3.02783, 3.70204, -3.27262], [-2.30573, 3.10883, -2.25076], [0.63743, 1.74625, -1.61148], [-0.60099, 2.11774, -0.53651], [0.36401, 2.04698, -4.04797], [-0.91959, 3.13267, -5.85081], [-3.11152, 4.20550, -5.37290], [-3.98712, 4.15613, -3.04430], [-2.68896, 3.09719, -1.23506], [3.42275, 1.74046, -3.50267], [2.51658, 0.03376, -3.19122], [3.93523, -0.82170, -2.15810], [3.02314, -0.75983, -4.92979], [2.75245, 1.92859, 0.05422], [4.45036, 1.57073, -3.83604], [3.42833, 2.28581, -2.55990], [2.88792, 2.32449, -4.25336], [4.90609, -0.68433, -2.64399], [3.72474, -1.88768, -2.05175], [3.94147, -0.34868, -1.17294], [4.07167, -0.55365, -5.16551], [2.39335, -0.35642, -5.72518], [2.87468, -1.84106, -4.89110]], "lowdin_charge": [0.17, -0.10, -0.09, -0.30, 0.01, -0.02, -0.32, -0.05, -0.03, 0.02, 0.02, -0.29, -0.06, -0.03, -0.37, -0.07, -0.12, 0.12, -0.13, -0.05, -0.02, -0.12, 0.09, 0.08, 0.10, 0.12, 0.12, 0.11, 0.09, 0.10, 0.10, 0.07, 0.10, 0.10, -0.16, -0.71, 0.28, -0.81, -0.17, 0.47, 0.04, 0.06, 0.06, 0.05, 0.07, 0.04, 0.11, -0.32, -0.05, -0.13, -0.15, -0.13, -0.04, -0.02, -0.05, 0.06, 0.09, 0.07, 0.09, 0.10, -0.36, 1.03, -0.36, -0.37, -0.14, 0.01, -0.04, 0.01, 0.02, 0.01, -0.04, 0.01, 0.00, 0.00], "homo_energy_ha": -0.0330, "e_lumo_ev": 3.86, "charge": -2}

No. 3
{"formula": "C29H34Br2NOSb2W", "method": "ωB97M-V/def2-TZVPD", "symbols": ["W", "C", "C", "C", "C", "C", "C", "C", "H", "H", "H", "H", "H", "H", "H", "H", "C", "C", "C", "C", "C", "C", "Br", "C", "C", "Br", "C", "O", "C", "N", "H", "H", "H", "H", "H", "H", "C", "Sb", "C", "C", "C", "C", "C", "C", "C", "C", "C", "Sb", "C", "C", "H", "H", "H", "H", "H", "H", "H", "H", "H", "H", "H", "H", "H", "H", "H", "H", "H", "H", "H", "H"], "coordinates": [[0.37615, 1.50971, 0.31151], [3.03665, 3.11743, 2.26271], [1.81845, 3.11738, 1.40048], [0.53810, 3.14448, 1.98653], [-0.59989, 3.39710, 1.17788], [-0.44802, 3.67744, -0.21361], [0.80360, 3.53652, -0.84372], [1.93092, 3.20204, -0.02863], [2.86477, 2.63347, 3.22353], [3.28538, 4.16219, 2.47331], [3.90592, 2.67152, 1.78312], [0.42983, 3.14784, 3.07082], [-1.54508, 3.61754, 1.66851], [-1.28889, 4.09820, -0.76606], [0.95943, 3.89311, -1.86367], [2.92532, 3.34592, -0.44817], [3.72612, 0.84364, -0.98134], [3.37067, 0.11741, 0.27520], [4.34762, -0.73433, 0.81267], [4.08917, -1.50667, 1.91660], [2.82478, -1.43190, 2.52315], [2.41568, -2.19179, 3.65389], [3.59773, -3.45930, 4.42220], [1.15642, -2.01377, 4.19490], [0.23139, -1.16006, 3.60042], [-1.49723, -0.96583, 4.33516], [0.56754, -0.44733, 2.44065], [-0.28210, 0.28427, 1.74119], [1.88974, -0.53523, 1.94388], [2.15982, 0.24652, 0.84453], [4.26696, 0.17693, -1.65216], [4.43504, 1.64542, -0.76085], [2.85337, 1.24133, -1.51235], [5.31045, -0.78655, 0.32853], [4.83248, -2.18420, 2.30381], [0.87820, -2.55956, 5.08380], [-0.48772, -2.32665, -0.21035], [0.37069, -0.68697, -1.30462], [2.03142, -1.87254, -1.95527], [-0.81979, -0.73069, -3.15847], [-1.96476, -1.65813, -2.97942], [-1.84676, -2.98675, -3.38314], [-2.88632, -3.88161, -3.19405], [-4.06250, -3.45442, -2.58673], [-4.19602, -2.13684, -2.18695], [-3.16326, -1.21964, -2.37794], [-3.39346, 0.20675, -2.04611], [-2.36389, 1.05188, -0.26383], [-3.70365, 2.73503, -0.19147], [-3.40752, -0.11491, 1.21426], [-0.65887, -3.15359, -0.90354], [-1.42507, -2.05593, 0.27327], [0.23604, -2.63386, 0.54804], [1.59774, -2.78829, -2.35482], [2.70273, -2.13073, -1.13919], [2.58462, -1.37865, -2.74739], [-0.13387, -1.09722, -3.91982], [-1.11969, 0.28871, -3.41488], [-0.94906, -3.31258, -3.88593], [-2.78657, -4.90510, -3.52033], [-4.88148, -4.14310, -2.45455], [-5.12484, -1.80718, -1.74868], [-4.43731, 0.36496, -1.77546], [-3.16673, 0.85569, -2.89344], [-4.70390, 2.31519, -0.15985], [-3.63089, 3.35930, -1.07914], [-3.57343, 3.34004, 0.70011], [-4.47202, 0.02040, 1.01928], [-3.16341, 0.26194, 2.20700], [-3.16696, -1.17540, 1.16499]], "lowdin_charge": [1.18, 0.02, -0.30, -0.07, -0.19, -0.17, -0.11, -0.13, 0.11, 0.13, 0.09, 0.17, 0.14, 0.14, 0.16, 0.14, -0.03, -0.32, 0.03, 0.05, -0.16, -0.56, 0.93, -0.12, -0.54, 0.93, -0.38, -0.32, -0.15, -0.03, 0.10, 0.11, 0.06, 0.14, 0.11, 0.12, -0.20, 1.39, -0.22, -0.25, -0.32, -0.04, -0.04, -0.03, -0.02, -0.29, -0.24, 1.44, -0.24, -0.24, 0.04, 0.00, 0.03, 0.04, 0.02, 0.03, 0.08, 0.06, 0.12, 0.12, 0.12, 0.12, 0.08, 0.08, 0.03, 0.03, 0.02, 0.04, -0.02, 0.01], "homo_energy_ha": [-0.5863, -0.5863], "e_lumo_ev": [-11.37, -11.38], "charge": 3}

The calculation returns the following maximum force values, one per record and in order: 0.403 1.480 2.683 eV Å⁻¹.